A structure of composition C10H13F2NO7P2S3Sr at a distorted geometry. Source: the Open Molecules 2025 dataset; level of theory: ωB97M-V/def2-TZVPD.

XYZ file:
```
39
Properties=species:S:1:pos:R:3:forces:R:3:nbo_charge:R:1
Sr 0.4981 0.6532 0.0098 -2.9 -3.1 0.2 1.763
O 3.2535 0.1981 1.5410 0.3 0.1 0.3 -1.015
P 3.2819 1.2738 0.3281 0.0 0.6 -0.5 2.501
O 4.5968 1.9161 0.2274 0.2 0.1 0.1 -1.132
O 2.6187 0.5434 -0.8124 1.2 0.1 0.1 -1.232
O 2.0995 2.2990 0.9402 0.6 0.2 -0.8 -1.166
P 1.2744 3.4957 0.0566 0.4 0.0 0.0 2.527
O 0.4310 4.1159 1.2570 -0.2 0.2 0.4 -1.031
O 2.1977 4.4823 -0.5074 0.0 0.2 0.0 -1.124
O 0.3366 2.6936 -0.8245 0.0 1.5 -0.2 -1.257
H 3.9053 0.5382 2.1680 -0.1 -0.2 0.2 0.493
H -0.2070 3.5042 1.6709 0.1 -0.1 -0.1 0.525
S -2.6181 -1.1634 -1.2274 0.5 -0.4 0.1 -0.395
C -1.3227 -2.2574 -0.9999 -0.4 0.4 -0.1 -0.054
N -0.0926 -1.9601 -0.6564 0.4 -0.2 0.0 -0.647
C 0.7357 -3.0749 -0.6104 -0.1 0.4 0.0 0.210
C 2.0983 -3.0402 -0.3157 0.2 -0.1 0.0 -0.243
C 2.8197 -4.2243 -0.3140 -0.1 0.0 0.0 -0.228
C 2.2058 -5.4473 -0.6032 -0.1 0.2 0.0 -0.257
C 0.8488 -5.4884 -0.9007 0.0 0.0 0.0 -0.218
C 0.1230 -4.3024 -0.9015 0.1 -0.1 0.0 -0.273
S -1.5476 -4.0042 -1.2477 -0.3 -0.1 -0.1 0.305
H 2.5889 -2.0953 -0.1052 -0.1 0.0 0.0 0.244
H 3.8795 -4.1926 -0.0894 0.0 0.0 0.0 0.201
H 2.7885 -6.3611 -0.6016 0.0 0.0 0.0 0.193
H 0.3630 -6.4301 -1.1321 0.0 0.0 0.0 0.198
C -4.7551 1.7816 -1.2126 0.0 -0.1 0.1 -0.749
S -3.9523 3.2447 -1.9057 0.2 0.0 0.0 0.137
C -2.8219 3.7189 -0.5741 0.0 0.0 0.2 -0.735
H -4.1773 1.4077 -0.3699 0.1 0.0 0.0 0.246
H -4.7709 0.9930 -1.9624 0.0 0.0 0.0 0.228
H -5.7716 1.9908 -0.8778 0.0 0.0 0.0 0.192
H -3.3361 4.2844 0.2025 0.0 0.0 0.0 0.195
H -2.0302 4.3251 -1.0089 0.0 0.0 0.0 0.242
H -2.3334 2.8603 -0.1109 -0.1 -0.1 -0.2 0.240
F -1.4565 -0.1100 3.1587 -0.3 0.1 -0.1 -0.430
C -0.5842 0.7701 2.4918 0.2 0.4 0.4 -0.005
F -1.3216 2.0915 2.5292 0.2 -0.4 -0.1 -0.509
H 0.1544 0.9703 3.2904 0.1 0.1 0.0 0.060
```
Forces are in eV/Å.

Summary:
Net charge = -2
Energy above the lowest of the compared OMol25 structures with the same formula, charge and spin = 123.4 kJ/mol

---

A structure of composition C21H31Cl7FMgN3NaO5PS at a distorted geometry. Source: the Open Molecules 2025 dataset; level of theory: ωB97M-V/def2-TZVPD.

XYZ file:
```
72
Properties=species:S:1:pos:R:3:forces:R:3:mulliken_charge:R:1
C 6.2867 -1.0981 1.4847 -0.6 -0.2 0.3 -1.121
C 5.4501 -2.4267 1.1763 -0.3 1.8 -0.7 -0.441
C 3.9909 -1.9453 0.7384 1.6 -0.2 -0.7 -0.054
O 3.0149 -2.1926 1.7756 -1.1 -0.1 -0.9 -0.406
C 1.7386 -1.7743 1.3900 -2.7 0.9 -0.6 -0.074
C 1.5506 -0.3315 0.9915 -1.5 -0.4 -0.2 0.022
C 0.3150 0.2705 0.5300 2.5 -2.2 1.0 0.178
P 0.3437 2.0796 0.0429 -1.5 1.1 -1.1 -0.188
C 1.3936 2.0958 -1.5329 0.9 -1.8 0.1 0.186
C 2.9460 1.9363 -1.2431 0.5 -1.0 -0.8 -0.835
C 1.1739 3.1465 1.3391 1.1 -0.2 1.2 -0.467
C 1.1892 2.5369 2.8049 0.2 0.7 0.3 -0.930
C -0.8916 -0.6368 0.4514 1.2 -0.2 0.2 0.509
N -2.1332 -0.2798 0.0096 1.4 -2.7 1.4 -0.409
S -3.0456 -1.6842 0.1736 2.7 -0.1 1.4 0.356
N -1.9206 -2.7756 0.7566 1.5 2.0 -0.1 -0.765
C -0.7237 -2.1019 0.8905 -1.2 0.8 -0.6 0.354
C 0.5939 -2.6651 1.3623 1.0 1.4 -0.6 -1.170
H 5.6530 -0.4318 2.1444 0.8 -0.7 -0.6 0.295
H 7.2553 -1.3110 2.0067 -0.8 0.2 -0.5 0.275
H 6.4861 -0.5172 0.5385 -0.2 -0.7 1.0 0.321
H 5.9008 -2.8716 0.2529 -0.3 -0.1 1.2 0.218
H 5.4299 -3.1112 2.0594 0.0 0.4 -1.0 0.304
H 3.6689 -2.4681 -0.2227 0.2 0.4 0.9 0.368
H 4.1042 -0.8618 0.4570 -0.6 -1.0 0.4 -0.031
H 2.4588 0.3239 1.0413 -1.1 -0.7 0.0 0.308
H 1.0812 1.1508 -2.0850 0.0 1.0 0.5 0.416
H 1.1437 2.9587 -2.1938 0.3 -0.6 1.1 -0.227
H 3.3729 0.9549 -1.6389 -0.8 0.5 0.4 0.163
H 3.5102 2.7440 -1.7820 -0.7 -0.8 1.0 0.390
H 3.1786 1.9529 -0.1402 -0.1 0.4 -1.2 0.093
H 2.2388 3.4286 1.0885 -1.2 -0.3 -0.2 0.292
H 0.6069 4.1196 1.3895 0.4 -1.2 -0.5 0.487
H 0.3592 1.8174 3.0286 0.7 0.5 -0.3 0.236
H 1.0798 3.4041 3.5215 0.1 -1.0 -0.6 0.371
H 2.1910 2.0751 3.0485 -1.2 0.2 -0.3 0.175
H 0.6903 -3.7520 1.6718 -0.5 1.5 0.1 0.772
C -5.1180 -0.7421 -3.6007 -0.1 1.2 0.1 0.220
Cl -6.7823 -0.1680 -3.4099 0.2 -0.2 0.0 -0.032
Cl -4.2327 0.3540 -4.6646 -0.2 -0.4 0.2 -0.040
Cl -4.3237 -0.8061 -2.0139 -0.7 0.1 -1.4 0.007
Cl -5.1342 -2.3818 -4.3161 0.9 0.2 -0.1 -0.096
Na 2.1090 -4.4917 0.2488 0.3 0.3 -0.1 0.909
C 8.8132 -4.0815 3.0005 0.2 0.1 0.3 -0.847
C 8.0028 -4.5543 1.8810 0.1 -0.1 0.0 0.467
N 7.3665 -4.9278 0.9998 0.1 0.0 0.2 -0.424
H 8.3023 -3.2957 3.5595 -0.1 -0.1 -0.2 0.262
H 9.0360 -4.8881 3.7005 -0.1 -0.1 -0.2 0.321
H 9.7655 -3.6731 2.6591 -0.1 -0.1 -0.2 0.281
C 1.7507 4.7344 -4.8936 0.8 0.5 0.3 0.013
Cl 0.1350 4.1576 -4.4459 -0.1 0.0 -0.1 -0.164
Cl 1.6227 6.1599 -5.9475 -0.1 0.0 -0.2 -0.175
Cl 2.7085 5.0900 -3.4553 -0.7 -0.4 -0.9 0.003
H 2.2483 3.9470 -5.4514 -0.2 0.1 0.0 0.266
C -6.1098 1.6764 2.7866 -0.1 0.3 0.0 -1.127
C -7.1373 0.6677 2.2969 0.7 -0.2 0.1 0.353
C -7.0069 -0.6565 3.0338 -0.2 -0.2 0.0 -1.112
O -6.9632 0.4526 0.8976 -0.3 0.0 -0.2 -0.463
H -5.0926 1.3125 2.6113 0.0 -0.1 0.1 0.243
H -6.2075 2.6179 2.2423 -0.1 -0.1 0.1 0.314
H -6.2294 1.8759 3.8539 0.0 0.0 0.0 0.368
H -8.1429 1.0694 2.4390 0.0 0.0 -0.2 0.272
H -6.0196 -1.0992 2.8668 0.0 0.1 0.1 0.217
H -7.7430 -1.3745 2.6651 0.0 0.1 0.0 0.307
H -7.1532 -0.5269 4.1085 0.0 0.0 0.0 0.371
H -6.0766 0.0972 0.7603 -0.1 0.1 0.1 0.275
C -8.4061 0.2944 -6.5584 0.5 0.2 -0.2 0.780
O -9.3034 1.1203 -6.4244 -0.2 -0.1 0.0 -0.457
O -8.5511 -0.9524 -6.4280 -0.6 -0.8 0.4 -0.391
O -7.2084 0.5644 -6.8366 0.3 0.2 0.1 -0.383
Mg -7.3657 -3.6026 -4.2681 -0.9 -0.1 -0.3 0.320
F 2.7653 4.2715 -1.2237 0.1 1.3 1.3 -0.833
```
Forces are in eV/Å.

Summary:
E = -157334.3177 eV

---

A cluster of 7 separate species, C7H26O7 in total at a distorted geometry. Source: the Open Molecules 2025 dataset; level of theory: ωB97M-V/def2-TZVPD.

XYZ file:
```
40
Properties=species:S:1:pos:R:3:forces:R:3:nbo_charge:R:1
C 0.2759 -0.0157 0.9906 -0.1 -0.1 2.1 -0.191
O 0.3472 0.2752 2.3136 -0.3 0.2 -0.7 -0.951
H -0.7810 -0.0386 0.6065 -0.2 0.4 -0.5 0.040
H 0.8819 0.7018 0.3856 0.0 -0.1 -0.7 0.062
H 0.6152 -1.0570 0.7882 0.4 0.0 -0.5 0.088
C 4.2940 -2.0622 1.5717 0.4 1.5 2.5 -0.241
O 4.6768 -1.5453 2.8110 0.4 -0.6 -0.4 -1.019
H 3.7492 -3.0192 1.7218 -0.1 -0.3 -0.6 0.080
H 3.6125 -1.3020 1.1466 -0.2 -0.5 -0.9 0.125
H 5.1916 -2.2079 0.9319 -0.2 -0.3 -0.6 0.065
C 2.1793 1.1417 -2.4714 -0.2 -0.1 1.0 -0.271
O 3.0313 0.5610 -3.4536 0.0 0.4 0.0 -0.719
H 1.4968 1.8871 -2.8911 -0.2 -0.3 -0.2 0.137
H 1.6474 0.3419 -1.9559 -0.2 0.0 -0.4 0.215
H 2.6758 1.6382 -1.6288 0.5 0.0 -0.3 0.181
H 3.3762 1.2943 -3.9707 0.2 -0.1 0.0 0.447
C -0.6065 3.5858 0.9998 -0.7 0.9 0.2 -0.245
O -1.8968 3.0868 1.3678 0.4 -0.1 -0.1 -0.736
H -0.6202 4.6469 1.2926 0.4 0.1 -0.2 0.124
H 0.2356 3.1169 1.5044 -0.4 -0.6 0.1 0.223
H -0.5014 3.5396 -0.0862 0.3 -0.1 0.0 0.143
H -2.3928 3.0666 0.5436 -0.1 -0.2 0.1 0.473
C -3.5638 -0.7930 0.9447 -0.6 0.5 -0.2 -0.245
O -3.3909 -0.8069 2.3575 -0.3 -0.3 -0.4 -0.689
H -3.7736 0.2319 0.6242 0.3 0.1 0.0 0.165
H -2.7052 -1.1548 0.3816 0.2 -0.1 0.3 0.188
H -4.4581 -1.3552 0.6427 0.1 -0.2 0.0 0.125
H -4.0243 -1.4539 2.6749 0.2 0.0 0.3 0.445
C -2.0369 1.9186 -2.1155 1.1 0.0 -0.8 -0.266
O -2.7641 2.8951 -1.3940 -0.1 -0.1 0.1 -0.733
H -1.4802 2.3724 -2.9501 -0.4 0.1 -0.2 0.145
H -1.2124 1.5061 -1.5328 -0.5 -0.1 0.7 0.229
H -2.6598 1.1171 -2.5130 -0.1 -0.1 0.2 0.158
H -3.4845 3.1975 -1.9504 0.0 0.0 0.0 0.462
C 0.4676 -3.9048 0.2962 1.3 0.0 0.1 -0.255
O 0.8394 -5.0917 0.9939 -1.1 -0.6 0.6 -0.751
H -0.4826 -3.5307 0.6664 -0.1 -0.3 0.0 0.185
H 1.2045 -3.1313 0.5215 -0.1 0.1 -0.2 0.213
H 0.4518 -4.1029 -0.7787 -0.3 0.2 -0.1 0.134
H 1.5850 -5.5495 0.6130 0.3 0.5 -0.3 0.459
```
Forces are in eV/Å.

Summary:
Net charge = -2
Energy above the lowest of the compared OMol25 structures with the same formula, charge and spin = 79.6 kJ/mol

---

A cluster of 2 separate species, C9H14 in total. Source: the Open Molecules 2025 dataset; level of theory: ωB97M-V/def2-TZVPD.

XYZ file:
```
23
Properties=species:S:1:pos:R:3:forces:R:3:nbo_charge:R:1
C -1.6588 0.3118 -0.3355 -0.1 0.1 0.0 0.032
C -1.6589 0.8765 -1.7228 0.3 -0.6 -0.3 -0.638
C -1.6938 -0.9905 -0.1058 -0.1 0.0 0.0 -0.414
C -1.5792 1.3164 0.7786 0.1 0.1 -0.2 -0.648
C 1.8323 0.7345 0.1555 0.0 -0.5 0.4 0.126
C 1.6803 -0.3355 0.8953 -0.1 0.5 0.0 -0.325
C 2.0248 1.7930 -0.5605 -0.3 0.4 -0.4 -0.494
C 1.6054 -2.7648 1.1470 -0.1 -0.2 -0.2 -0.385
C 1.7470 -1.6890 0.3835 0.2 -0.2 -0.3 -0.190
H 1.4557 -0.2236 1.9501 0.0 0.1 0.1 0.227
H -1.8107 0.0822 -2.4699 0.1 0.3 0.2 0.215
H -0.6988 1.3651 -1.9275 -0.1 0.0 -0.1 0.208
H -2.4404 1.6156 -1.8355 -0.2 0.3 -0.1 0.212
H -1.7322 -1.7083 -0.9060 0.0 -0.1 -0.3 0.192
H -1.6905 -1.3939 0.8902 0.0 -0.1 0.3 0.192
H 1.9554 -1.7775 -0.6775 0.0 -0.1 0.0 0.208
H -0.5361 1.6148 0.9174 -0.1 0.1 0.0 0.224
H -1.9424 0.8980 1.7109 0.0 0.0 0.2 0.217
H -2.1557 2.2157 0.5403 0.0 -0.1 0.1 0.209
H 1.2170 2.2907 -1.0977 0.1 -0.1 0.2 0.219
H 3.0063 2.2157 -0.6712 0.3 0.1 0.0 0.224
H 1.4002 -2.6831 2.2012 0.0 0.1 0.2 0.189
H 1.6732 -3.7638 0.7398 0.0 0.0 0.0 0.202
```
Forces are in eV/Å.

Summary:
SMILES = C=C=CC=C.C=C(C)C
Energy above the lowest of the compared OMol25 structures with the same formula, charge and spin = 291.9 kJ/mol